[1]
This record from OMol25 describes 30 unconnected molecules or ions with the total composition C4H67O30. The level of theory is ωB97M-V/def2-TZVPD.

The HOMO energy is -4.820 eV. The maximum force is 0.08665 hartree/bohr. As for the charge: -1.

```
101
Properties=species:S:1:pos:R:3:lowdin_charge:R:1
O -1.450 -2.525 -1.032 0.259
H -0.892 -3.119 -0.525 0.049
H -1.715 -2.847 -1.897 0.078
H -0.965 -1.697 -1.043 0.073
C 2.206 -5.063 0.890 -0.076
C 1.268 -4.228 -0.054 -0.638
C 1.636 -4.328 -1.501 -0.085
O -0.092 -4.511 0.133 -0.318
H 2.006 -6.112 0.675 0.062
H 1.904 -4.936 1.930 0.053
H 3.263 -5.052 0.625 0.059
H 1.324 -3.190 0.274 0.089
H 1.744 -5.322 -1.935 0.075
H 2.613 -3.907 -1.743 0.054
H 0.961 -3.773 -2.152 0.053
C -0.143 0.342 0.504 -0.279
O -0.177 -0.084 -0.803 -0.380
H 0.815 0.074 0.950 0.057
H -0.105 1.413 0.704 0.043
H -0.951 -0.126 1.066 0.073
O -2.062 -3.939 -3.257 -0.018
H -2.740 -4.609 -3.163 0.067
H -1.875 -3.916 -4.195 0.057
O 2.765 1.928 4.679 -0.056
H 3.427 2.394 4.169 0.030
H 2.330 2.612 5.189 -0.009
O 0.645 -1.656 -4.577 -0.031
H 1.417 -2.089 -4.212 0.034
H 0.929 -1.344 -5.436 0.055
O -2.185 2.971 3.021 -0.034
H -2.167 3.555 2.263 0.002
H -1.641 3.410 3.675 0.026
O 4.263 -2.086 -3.352 -0.055
H 5.017 -1.944 -2.779 0.025
H 3.607 -1.459 -3.047 -0.028
O -3.939 0.965 1.669 -0.035
H -4.330 1.433 2.407 0.086
H -2.996 1.075 1.789 0.051
O -0.228 3.142 -1.215 -0.030
H 0.106 2.250 -1.124 0.031
H -1.016 3.160 -0.673 0.059
O -4.030 -1.224 -3.440 -0.057
H -3.699 -0.407 -3.066 -0.028
H -3.778 -1.185 -4.363 0.023
O 1.057 2.615 -4.742 -0.069
H 0.500 2.046 -4.210 -0.036
H 0.568 3.436 -4.807 -0.007
O -5.396 -1.196 1.356 -0.035
H -4.908 -0.427 1.651 -0.010
H -5.682 -0.974 0.470 0.059
O 1.737 4.271 0.342 -0.050
H 2.273 3.484 0.439 -0.006
H 1.115 4.054 -0.352 -0.016
O 0.247 5.030 -3.356 -0.046
H -0.554 5.072 -3.878 0.034
H -0.005 4.548 -2.568 -0.013
O 4.016 -2.958 2.815 -0.039
H 3.811 -3.824 3.168 0.051
H 4.744 -2.646 3.352 0.054
O -5.096 -3.688 2.015 -0.081
H -5.088 -2.759 1.783 -0.055
H -4.285 -4.035 1.644 0.019
O -4.988 1.604 -0.721 -0.070
H -4.676 1.466 0.174 -0.037
H -4.206 1.511 -1.265 -0.025
O 3.349 1.635 0.194 -0.040
H 4.175 1.374 0.600 0.045
H 2.973 0.818 -0.133 0.006
O 2.349 -0.548 -2.104 -0.048
H 2.810 -1.009 -1.403 0.030
H 1.463 -0.420 -1.766 0.005
O 3.175 2.319 -2.487 -0.052
H 2.720 1.527 -2.199 -0.024
H 3.267 2.845 -1.692 0.003
O -0.508 0.767 -3.448 -0.053
H -0.329 0.468 -2.557 -0.005
H -0.207 0.051 -4.007 0.027
O -0.132 -0.128 4.490 -0.058
H 0.593 0.494 4.425 0.025
H 0.101 -0.832 3.885 -0.023
O -1.605 5.309 0.983 -0.015
H -1.349 5.329 0.061 0.044
H -1.836 6.215 1.188 0.063
O 0.764 -2.059 2.961 -0.024
H 1.649 -1.927 2.620 0.034
H 0.496 -2.908 2.610 0.056
O 4.327 -1.172 0.609 -0.030
H 5.125 -1.604 0.304 0.047
H 4.134 -1.590 1.449 -0.006
O 0.511 3.991 2.820 -0.047
H 1.077 3.315 2.446 0.047
H -0.138 4.165 2.139 0.002
O 0.726 3.699 5.458 -0.056
H 0.450 3.680 4.541 -0.030
H 0.057 3.193 5.920 0.049
O -2.715 -0.871 4.238 -0.049
H -3.123 -0.323 3.567 -0.010
H -1.824 -0.530 4.317 -0.036
O -3.152 1.298 -2.807 -0.043
H -2.207 1.164 -2.880 0.008
H -3.421 1.588 -3.678 0.073
```


[2]
This record from OMol25 describes 2 unconnected molecules or ions with the total composition C5H9F3N3. The level of theory is ωB97M-V/def2-TZVPD.

The HOMO energy is -14.337 eV. The maximum force is 0.06966 hartree/bohr. As for the charge: +1. The relative energy (zero: lowest compared OMol25 entry of this formula, charge and spin) is 102.53 kcal/mol.

```
20
Properties=species:S:1:pos:R:3:nbo_charge:R:1
C 0.021 1.438 0.338 0.427
C 2.068 -0.848 -0.505 0.006
C 0.092 -1.444 -1.650 -0.437
C -1.375 -0.859 1.891 -0.452
C 0.279 2.315 -0.824 0.916
N -0.790 1.277 1.162 -0.041
N 0.887 -0.536 -0.804 -0.422
N -1.216 0.571 2.103 -0.326
F -0.360 1.787 -1.920 -0.300
F -0.113 3.590 -0.784 -0.262
F 1.600 2.301 -1.011 -0.284
H 2.636 -1.692 -0.797 0.182
H 2.783 -0.180 0.092 0.194
H -0.755 -1.856 -1.061 0.211
H -0.242 -0.904 -2.603 0.239
H 0.682 -2.226 -1.958 0.202
H -0.498 -1.367 1.583 0.232
H -1.738 -1.417 2.783 0.260
H -2.152 -1.098 1.209 0.221
H -1.808 1.148 2.756 0.436
```


[3]
This record from OMol25 describes C3H4NO2P in the gas phase. The level of theory is ωB97M-V/def2-TZVPD.

The HOMO energy (alpha / beta) is -7.986 / -8.660 eV. The maximum force is 0.03238 hartree/bohr. The relative energy (zero: lowest compared OMol25 entry of this formula, charge and spin) is 47.16 kcal/mol.

```
11
Properties=species:S:1:pos:R:3:nbo_charge:R:1
C 1.405 -0.453 0.774 0.029
C 1.184 0.554 -0.156 0.224
C -1.065 -1.115 -0.881 -0.183
N -1.629 -0.845 0.211 -0.652
O 1.196 -1.731 0.433 -0.681
O 0.646 0.363 -1.262 -0.594
P 0.253 -2.392 -0.634 0.976
H 1.971 -0.315 1.677 0.194
H 1.585 1.542 0.094 0.146
H -1.318 -0.763 -1.883 0.192
H -2.373 -0.154 0.192 0.349
```


[4]
This record from OMol25 describes 2 unconnected molecules or ions with the total composition C2HF3NOS. The level of theory is ωB97M-V/def2-TZVPD.

The HOMO energy is -3.222 eV. The maximum force is 0.06231 hartree/bohr. As for the charge: -1. The relative energy (zero: lowest compared OMol25 entry of this formula, charge and spin) is 33.31 kcal/mol.

```
9
Properties=species:S:1:pos:R:3:nbo_charge:R:1
C -1.946 0.162 -0.341 0.767
C 1.365 0.227 0.060 0.803
N -1.422 -0.876 -0.057 -0.692
O -2.281 1.162 -0.926 -0.629
F 2.188 0.161 -0.950 -0.327
F 0.740 1.458 -0.084 -0.376
F 2.177 0.342 1.143 -0.354
S -1.252 -2.197 0.961 -0.410
H 0.430 -0.441 0.193 0.218
```


[5]
This record from OMol25 describes 3 unconnected molecules or ions with the total composition C18H26F6N3O7. The level of theory is ωB97M-V/def2-TZVPD.

The HOMO energy is -12.430 eV. The maximum force is 0.00904 hartree/bohr. As for the charge: +1.

```
60
Properties=species:S:1:pos:R:3:nbo_charge:R:1
C 0.786 4.399 5.772 -0.635
C -0.565 4.030 5.177 -0.065
O -0.478 2.813 4.428 -0.556
C -0.966 2.881 3.108 -0.050
C -1.230 1.422 2.677 -0.468
C -0.257 0.902 1.661 0.017
C 0.694 -0.027 2.037 0.076
N 1.596 -0.475 1.150 -0.404
C 1.654 -0.056 -0.117 0.070
C 0.714 0.850 -0.576 0.146
N 0.830 1.280 -1.914 -0.820
C -0.256 1.305 0.323 -0.075
C -1.261 2.307 -0.187 0.746
O -1.147 3.477 0.039 -0.496
O -2.255 1.855 -0.981 -0.349
N -2.535 0.468 -1.011 -0.478
H 0.640 4.887 6.736 0.222
H 1.337 5.096 5.142 0.211
H 1.386 3.509 5.948 0.221
H -0.921 4.839 4.536 0.175
H -1.301 3.881 5.969 0.183
H -1.886 3.464 3.043 0.192
H -0.221 3.344 2.453 0.181
H -1.138 0.833 3.589 0.257
H -2.251 1.285 2.316 0.231
H 0.742 -0.419 3.043 0.251
H 2.278 -1.157 1.469 0.461
H 2.422 -0.443 -0.770 0.261
H 0.308 0.714 -2.577 0.405
H 0.537 2.244 -2.028 0.395
H -1.805 -0.011 -1.526 0.345
H -2.617 0.121 -0.064 0.347
C -1.437 -5.546 2.835 -0.640
C -0.255 -6.403 2.443 -0.080
O 0.706 -5.644 1.663 -0.471
C 1.547 -4.895 2.344 0.689
O 1.616 -4.730 3.524 -0.534
C 2.537 -4.229 1.367 0.895
F 1.908 -3.682 0.309 -0.325
F 3.423 -5.107 0.918 -0.286
F 3.202 -3.228 1.969 -0.327
H -1.902 -5.110 1.950 0.213
H -2.177 -6.157 3.349 0.237
H -1.135 -4.741 3.503 0.218
H -0.553 -7.216 1.788 0.209
H 0.248 -6.824 3.312 0.208
C -0.296 2.780 -5.448 -0.640
C -1.143 1.898 -6.336 -0.080
O -0.306 1.046 -7.147 -0.462
C 0.192 -0.004 -6.520 0.705
O 0.042 -0.295 -5.366 -0.584
C 1.011 -0.869 -7.502 0.900
F 1.803 -0.113 -8.259 -0.300
F 0.177 -1.547 -8.294 -0.303
F 1.760 -1.734 -6.828 -0.300
H 0.392 3.394 -6.029 0.229
H -0.935 3.437 -4.858 0.225
H 0.292 2.159 -4.771 0.204
H -1.743 2.476 -7.033 0.210
H -1.810 1.269 -5.748 0.195
```


[6]
This record from OMol25 describes 2 unconnected molecules or ions with the total composition C4H11NO. The level of theory is ωB97M-V/def2-TZVPD.

The HOMO energy is -7.917 eV. The maximum force is 0.11083 hartree/bohr. The relative energy (zero: lowest compared OMol25 entry of this formula, charge and spin) is 196.14 kcal/mol.

```
17
Properties=species:S:1:pos:R:3:nbo_charge:R:1
C -1.376 0.841 0.557 -0.098
O -0.473 0.765 1.555 -0.716
C -0.776 0.559 -0.858 -0.183
C -0.410 -0.948 -0.893 -0.450
C 1.160 -0.987 -0.727 -0.204
N 1.641 -0.418 0.494 -0.923
H -2.272 0.317 0.571 0.212
H -1.626 1.917 0.616 0.179
H 1.065 0.288 0.974 0.432
H -1.307 0.952 -1.726 0.226
H 0.328 1.064 -0.752 0.007
H -0.728 -1.554 -0.051 0.239
H -0.990 -1.250 -1.835 0.225
H 1.608 -0.365 -1.598 0.145
H 1.451 -2.106 -0.873 0.205
H 0.915 1.895 -0.766 0.316
H 2.259 -1.134 1.061 0.386
```